<one>
The following is a DFT calculation (ωB97M-V/def2-TZVPD) of a gas-phase ion, C4H7N2 (charge +1).

Values from the calculation:
SMILES = C#CNC[NH+]=C

The geometry in ORCA input format:
```
! wB97M-V def2-TZVPD RIJCOSX def2/J DEFGRID3
* xyz 1 1
C 1.688 -1.302 -2.040
C 1.424 -0.523 -1.157
N 0.883 0.233 -0.155
C -0.379 1.049 -0.241
N -1.080 0.431 0.913
C -0.742 -0.795 1.079
H 2.153 -1.811 -2.883
H 1.590 0.830 0.450
H -1.034 0.976 -1.090
H -0.199 2.072 -0.009
H -1.445 1.166 1.625
H -0.866 -1.209 2.121
H -0.455 -1.321 0.209
*
```

Here are the Mulliken charges for atoms 1 to 8, given in e:
1. C -0.2940
2. C -0.0404
3. N -0.4562
4. C -0.4042
5. N -0.0744
6. C -0.0192
7. H 0.4079
8. H 0.3028

=====

<two>
The following is a DFT calculation (ωB97M-V/def2-TZVPD) of 2 unconnected molecules or ions with the total composition C4H7N2.

The geometry in ORCA input format:
```
! wB97M-V def2-TZVPD RIJCOSX def2/J DEFGRID3
* xyz 1 1
C -1.417 0.226 0.054
C -2.619 -0.621 -0.357
C -0.124 0.233 0.146
C 2.343 0.300 0.131
N -2.611 0.634 0.312
N 0.997 0.497 -0.355
H -2.551 -0.599 -1.401
H -2.976 -1.540 0.084
H 0.148 -0.474 1.886
H 2.328 -0.112 1.152
H 2.740 -0.393 -0.546
H 2.668 1.262 0.247
H 1.074 0.586 -1.352
*
```

Here are the Mulliken charges for atoms 1 to 8, given in e:
1. C 0.2706
2. C -0.2401
3. C 0.1304
4. C -0.7448
5. N -0.3555
6. N -0.1050
7. H 0.2523
8. H 0.2655

=====

<three>
The following is a DFT calculation (ωB97M-V/def2-TZVPD) of a molecular structure, C4H7N2.

The geometry in ORCA input format:
```
! wB97M-V def2-TZVPD RIJCOSX def2/J DEFGRID3
* xyz 1 1
C -1.321 -0.437 -0.558
C 0.323 1.226 -0.088
C -0.929 0.575 0.398
C -0.166 -0.733 0.367
N 2.171 -0.317 -0.171
N 0.954 -0.115 -0.083
H -2.221 -0.945 -0.238
H -1.057 -0.439 -1.673
H 0.268 1.675 -1.057
H 0.897 2.040 0.400
H -1.406 0.563 1.382
H 0.037 -1.779 1.260
H 2.450 -1.316 0.062
*
```

Here are the Mulliken charges for atoms 1 to 8, given in e:
1. C -0.4790
2. C -0.4965
3. C -0.1004
4. C -0.0756
5. N -0.7704
6. N 0.7634
7. H 0.2872
8. H 0.2213

=====

<four>
The following is a DFT calculation (ωB97M-V/def2-TZVPD) of a gas-phase ion, C4H7N2 (charge +1).

Values from the calculation:
SMILES = CC1=NC[NH+]=C1

The geometry in ORCA input format:
```
! wB97M-V def2-TZVPD RIJCOSX def2/J DEFGRID3
* xyz 1 1
C 1.268 -1.483 0.765
C 0.388 -0.437 -0.004
N 0.923 0.629 -0.575
C -0.182 1.666 -0.355
N -1.417 0.892 -0.192
C -1.041 -0.406 0.079
H 0.763 -2.096 1.491
H 0.996 -1.926 -0.199
H 2.303 -1.234 0.813
H -0.287 2.217 -1.301
H 0.201 2.380 0.391
H -2.102 0.945 -0.940
H -1.814 -1.149 0.027
*
```

Here are the Mulliken charges for atoms 1 to 8, given in e:
1. C -1.0061
2. C 0.4664
3. N -0.3568
4. C -0.3610
5. N -0.1226
6. C 0.0017
7. H 0.3262
8. H 0.3116

=====

Which structure wins on stability? <four> wins.

=====

<one>
The following is a DFT calculation (ωB97M-V/def2-TZVPD) of 2 unconnected molecules or ions with the total composition C9H16N5.

The geometry in ORCA input format:
```
! wB97M-V def2-TZVPD RIJCOSX def2/J DEFGRID3
* xyz 1 1
C -2.791 -0.506 -0.840
C -2.460 1.361 0.578
C -1.294 -0.836 -0.458
C -3.331 0.511 -0.037
C -0.550 0.329 -0.123
C -2.261 -1.634 -0.097
C -2.476 -2.988 0.282
C 1.564 1.450 0.576
C 4.825 0.945 -0.403
N -1.179 1.394 0.300
N 1.380 -0.663 -0.505
N 0.888 0.358 -0.085
N -4.669 0.693 0.011
N 4.223 -0.355 0.005
H -3.078 -0.632 -1.822
H -2.913 2.295 0.879
H -1.994 -3.538 -0.547
H -3.526 -3.217 0.148
H -1.897 -3.269 1.202
H 1.863 1.225 1.586
H 2.510 1.661 0.073
H 0.826 2.303 0.614
H 4.723 1.207 -1.513
H 4.384 1.906 0.180
H 5.920 0.835 -0.170
H 2.382 -0.693 -0.377
H -5.325 0.121 -0.497
H -5.096 1.386 0.570
H 4.526 -0.557 0.990
H 4.826 -1.089 -0.520
*
```

Here are the Mulliken charges for atoms 1 to 8, given in e:
1. C -0.9054
2. C -0.7517
3. C 0.1682
4. C 0.7915
5. C 0.4564
6. C 0.2805
7. C -1.1718
8. C -0.5772

=====

<two>
The following is a DFT calculation (ωB97M-V/def2-TZVPD) of a gas-phase ion, C9H16N5 (charge +1).

The geometry in ORCA input format:
```
! wB97M-V def2-TZVPD RIJCOSX def2/J DEFGRID3
* xyz 1 1
C 1.226 -0.510 2.302
C 1.165 0.553 3.153
C 0.253 -0.637 1.168
C 0.258 1.544 2.805
C -0.495 -2.311 -0.595
C -1.209 -1.158 -1.148
C 1.346 0.596 -3.294
C -0.700 -0.213 -2.187
C 0.810 -0.287 -2.194
N 0.344 -1.770 0.460
N -0.545 0.332 0.886
N -0.462 1.416 1.674
N 0.119 2.770 3.393
N -2.416 -0.975 -0.569
H 1.695 -1.490 2.426
H 1.881 0.556 3.969
H -1.168 -3.212 -0.208
H 0.095 -2.790 -1.347
H 1.281 0.137 -4.301
H 2.397 0.747 -3.190
H 0.815 1.457 -3.346
H -1.174 -0.605 -3.120
H -1.297 0.666 -1.899
H 1.088 -0.049 -1.207
H 1.209 -1.348 -2.348
H -1.029 2.271 1.304
H 0.641 2.690 4.272
H -0.801 3.183 3.435
H -2.632 -1.490 0.249
H -2.694 -0.073 -0.542
*
```

Here are the Mulliken charges for atoms 1 to 8, given in e:
1. C -0.5149
2. C -0.4251
3. C 0.5247
4. C 0.6388
5. C -1.1503
6. C 0.5271
7. C -1.5399
8. C -0.2453

=====

Which structure wins on stability? <two> wins.

=====

<one>
The following is a DFT calculation (ωB97M-V/def2-TZVPD) of 3 unconnected molecules or ions with the total composition C7H12N2O.

The geometry in ORCA input format:
```
! wB97M-V def2-TZVPD RIJCOSX def2/J DEFGRID3
* xyz 0 1
C 2.489 -0.545 -1.708
C -2.458 0.674 1.730
N 0.367 -0.182 0.306
C -0.500 0.406 -0.428
C 1.194 -1.154 -1.308
C -1.155 1.271 1.363
C 0.684 -2.309 -1.690
C -0.513 2.301 1.865
O -0.019 -1.221 1.157
N -0.865 1.075 -1.387
H 0.724 -1.274 1.775
H -0.577 0.732 -2.300
H 3.104 -0.329 -0.831
H 2.344 0.400 -2.240
H 3.057 -1.211 -2.371
H -2.914 1.205 2.575
H -3.156 0.732 0.891
H -2.342 -0.378 1.997
H 1.250 -3.003 -2.314
H -0.254 -2.678 -1.292
H 0.473 2.598 1.528
H -0.934 2.889 2.681
*
```

Here are the Mulliken charges for atoms 1 to 8, given in e:
1. C -1.0318
2. C -1.1181
3. N -0.1519
4. C 0.3227
5. C 0.4108
6. C 0.5239
7. C -0.7819
8. C -0.9324

=====

<two>
The following is a DFT calculation (ωB97M-V/def2-TZVPD) of a molecular structure, C7H12N2O.

The geometry in ORCA input format:
```
! wB97M-V def2-TZVPD RIJCOSX def2/J DEFGRID3
* xyz 0 1
C -1.076 0.148 -2.095
C -1.097 -0.480 -0.688
C -1.695 0.501 0.374
C -3.140 0.086 0.538
N -3.887 -0.052 -0.715
C -3.335 -1.248 -0.069
C -2.021 -1.733 -0.639
C 0.313 -0.831 -0.353
N 1.088 -1.764 -0.161
H -2.095 0.449 -2.360
H -0.430 1.036 -2.126
H -0.716 -0.579 -2.836
H -1.193 0.380 1.345
H -1.584 1.549 0.061
H -3.682 0.394 1.433
H -4.885 0.010 -0.530
H -4.031 -1.972 0.356
H -2.121 -2.192 -1.633
H -1.608 -2.492 0.037
O 1.551 0.366 0.388
H 2.056 -0.961 0.429
H 0.936 0.883 0.921
*
```

Here are the Mulliken charges for atoms 1 to 8, given in e:
1. C -1.8165
2. C 1.8586
3. C -1.2826
4. C -0.1389
5. N -0.5822
6. C -0.1186
7. C -1.2101
8. C -0.0068

=====

Which structure wins on stability? <two> wins.

=====

<one>
The following is a DFT calculation (ωB97M-V/def2-TZVPD) of 2 unconnected molecules or ions with the total composition CH5N2S.

The geometry in ORCA input format:
```
! wB97M-V def2-TZVPD RIJCOSX def2/J DEFGRID3
* xyz 1 1
C -1.368 -1.366 0.403
N 1.253 0.146 -0.284
N -1.178 -0.372 0.966
S -0.369 0.964 1.435
H -1.445 -2.333 -0.063
H 1.010 -0.480 -1.112
H 1.599 1.025 -0.773
H 2.024 -0.212 0.277
H -1.251 1.130 2.651
*
```

Here are the Mulliken charges for atoms 1 to 8, given in e:
1. C 0.1797
2. N -0.8238
3. N -0.0360
4. S 0.1576
5. H 0.4084
6. H 0.2775
7. H 0.3102
8. H 0.2925

=====

<two>
The following is a DFT calculation (ωB97M-V/def2-TZVPD) of 2 unconnected molecules or ions with the total composition CH5N2S.

The geometry in ORCA input format:
```
! wB97M-V def2-TZVPD RIJCOSX def2/J DEFGRID3
* xyz 1 1
C -0.136 0.123 -0.227
N 1.045 0.586 -0.536
N -0.509 -0.171 0.979
S -2.020 -0.400 1.595
H -0.826 -0.059 -1.053
H 1.335 0.708 -1.497
H 1.731 0.759 0.196
H 0.703 0.579 1.953
H -1.834 -1.676 1.999
*
```

Here are the Mulliken charges for atoms 1 to 8, given in e:
1. C 0.4366
2. N -0.3067
3. N -0.4988
4. S 0.0283
5. H 0.3730
6. H 0.2730
7. H 0.1537
8. H 0.3219

=====

<three>
The following is a DFT calculation (ωB97M-V/def2-TZVPD) of a gas-phase ion, CH5N2S (charge +1).

Values from the calculation:
SMILES = [NH3+][C@H]1NS1

The geometry in ORCA input format:
```
! wB97M-V def2-TZVPD RIJCOSX def2/J DEFGRID3
* xyz 1 1
N 0.923 -0.589 -0.403
C -0.312 -0.002 0.497
N -0.893 1.081 -0.300
S -1.886 -0.437 0.007
H 1.511 -1.258 0.266
H 1.341 0.396 -0.544
H 0.581 -1.177 -1.233
H -0.040 0.089 1.513
H -1.225 1.897 0.198
*
```

Here are the Mulliken charges for atoms 1 to 8, given in e:
1. N -0.4616
2. C -0.0439
3. N -0.4541
4. S 0.0636
5. H 0.3911
6. H 0.3946
7. H 0.3841
8. H 0.4375

=====

<four>
The following is a DFT calculation (ωB97M-V/def2-TZVPD) of 2 unconnected molecules or ions with the total composition CH5N2S.

The geometry in ORCA input format:
```
! wB97M-V def2-TZVPD RIJCOSX def2/J DEFGRID3
* xyz 1 1
C -0.043 0.153 0.434
N -1.294 0.292 0.788
N 0.419 -0.777 -0.366
S 2.039 -0.844 -0.928
H 0.680 0.878 0.795
H -1.576 1.056 1.389
H -2.021 -0.348 0.489
H -0.217 -1.487 -0.728
H 2.013 1.076 -1.874
*
```

Here are the Mulliken charges for atoms 1 to 8, given in e:
1. C 0.2744
2. N -0.2867
3. N -0.2964
4. S -0.0333
5. H 0.3698
6. H 0.2554
7. H 0.2427
8. H 0.2852

=====

Which structure wins on stability? <three> wins.

=====

<one>
The following is a DFT calculation (ωB97M-V/def2-TZVPD) of 2 unconnected molecules or ions with the total composition C6H10N2O2.

The geometry in ORCA input format:
```
! wB97M-V def2-TZVPD RIJCOSX def2/J DEFGRID3
* xyz 0 1
C 2.566 1.685 -0.686
C 1.759 1.758 0.340
C -1.658 0.867 0.020
C -0.440 -0.767 1.515
C 0.344 -0.705 0.282
C -1.137 -0.527 0.180
N 1.291 -1.459 -0.355
N -1.836 -1.462 -0.598
O -2.503 1.179 -1.021
O -1.330 1.726 0.805
H 3.090 2.628 -0.916
H 2.574 0.859 -1.375
H 1.357 2.380 1.031
H -0.617 -1.646 1.959
H -0.452 0.037 2.141
H 1.507 -1.133 -1.265
H 2.084 -1.703 0.207
H -1.313 -2.329 -0.637
H -2.515 0.315 -1.453
H -2.772 -1.702 -0.175
*
```

Here are the Mulliken charges for atoms 1 to 8, given in e:
1. C -0.5385
2. C -0.3039
3. C 0.2524
4. C -1.0458
5. C -0.1125
6. C 1.2085
7. N -0.4806
8. N -0.8123

=====

<two>
The following is a DFT calculation (ωB97M-V/def2-TZVPD) of 2 unconnected molecules or ions with the total composition C6H10N2O2.

Values from the calculation:
SMILES = CC1=N[C@@H](C)C=C1.O=NO

The geometry in ORCA input format:
```
! wB97M-V def2-TZVPD RIJCOSX def2/J DEFGRID3
* xyz 0 1
C 1.479 1.759 0.717
C 0.461 0.619 0.735
N -0.477 0.403 -0.150
C -1.332 -0.765 0.341
C -1.243 -1.907 -0.693
C -0.615 -1.161 1.663
C 0.449 -0.351 1.780
H 2.027 1.862 1.711
H 0.911 2.659 0.287
H 2.400 1.494 0.015
H -2.370 -0.286 0.550
H -2.008 -2.567 -0.539
H -0.375 -2.409 -0.667
H -1.341 -1.506 -1.590
H -0.751 -1.998 2.461
H 1.111 -0.347 2.635
O 1.532 0.446 -2.475
N 0.901 1.421 -2.876
O -0.249 1.693 -2.311
H -0.510 0.941 -1.595
*
```

Here are the Mulliken charges for atoms 1 to 8, given in e:
1. C -1.1655
2. C 0.7793
3. N -0.3889
4. C 0.2871
5. C -1.7158
6. C -0.5314
7. C -0.5445
8. H 0.3662

=====

Which structure wins on stability? <two> wins.

=====

<one>
The following is a DFT calculation (ωB97M-V/def2-TZVPD) of a molecular structure, C6H10N2O2.

The geometry in ORCA input format:
```
! wB97M-V def2-TZVPD RIJCOSX def2/J DEFGRID3
* xyz 0 1
C 1.849 -2.384 -0.276
C 0.461 -1.881 0.035
O -0.315 -2.690 0.955
C -0.717 -1.540 1.680
C 0.452 -0.922 2.361
N 1.571 -1.637 2.901
C 0.243 -0.629 0.895
C 0.053 0.737 0.370
N 0.903 1.674 0.388
H 1.792 -3.239 -0.962
H 2.408 -1.582 -0.778
H 2.398 -2.674 0.626
H -0.118 -1.815 -0.901
H -1.772 -1.427 1.931
H 0.175 -0.049 2.954
H 1.529 -1.613 3.916
H 1.539 -2.617 2.631
O -1.254 1.178 0.048
H -1.901 0.509 0.301
H 0.342 2.546 0.118
*
```

Here are the Mulliken charges for atoms 1 to 8, given in e:
1. C -1.2801
2. C 0.0816
3. O -0.4942
4. C -0.2615
5. C -0.1691
6. N -0.6238
7. C 0.6531
8. C -0.0207

=====

<two>
The following is a DFT calculation (ωB97M-V/def2-TZVPD) of a single C6H10N2O2 molecule.

Values from the calculation:
SMILES = O=C(O)[C@]12NCCC[C@H]1N2

The geometry in ORCA input format:
```
! wB97M-V def2-TZVPD RIJCOSX def2/J DEFGRID3
* xyz 0 1
O 3.298 1.090 0.399
C 2.705 0.095 -0.006
O 3.051 -1.135 -0.243
C 0.910 0.047 -0.243
N 0.285 1.205 -0.778
C -1.008 1.543 -0.205
C -1.928 0.312 -0.002
C -1.267 -0.722 0.933
C 0.278 -0.840 0.662
N 0.630 -1.393 -0.638
H 2.072 -1.544 -0.463
H 0.210 1.139 -1.730
H -1.360 2.315 -0.804
H -0.773 2.149 0.662
H -2.075 -0.089 -1.022
H -2.737 0.642 0.545
H -1.322 -0.252 1.918
H -1.712 -1.738 0.996
H 0.906 -1.270 1.366
H -0.163 -1.554 -1.346
*
```

Here are the Mulliken charges for atoms 1 to 8, given in e:
1. O -0.5668
2. C 0.5315
3. O -0.5446
4. C -0.0397
5. N -0.3183
6. C -0.7207
7. C -0.6272
8. C -0.8929

=====

Which structure wins on stability? <two> wins.

=====

<one>
The following is a DFT calculation (ωB97M-V/def2-TZVPD) of a single C6H10N2O2 molecule.

Values from the calculation:
SMILES = [H]/N=C1/CC=[N+]([O-])[C@H](O)[C@H]1C

The geometry in ORCA input format:
```
! wB97M-V def2-TZVPD RIJCOSX def2/J DEFGRID3
* xyz 0 1
H 2.800 0.001 -1.157
N 2.244 -0.852 -0.734
C 1.064 -0.571 -0.379
C 0.365 -1.651 0.376
C -1.129 -1.426 0.515
N -1.694 -0.325 0.197
O -2.915 -0.069 0.348
C -0.939 0.755 -0.601
O -1.154 0.454 -2.011
C 0.546 0.820 -0.402
C 0.853 1.479 1.006
H 0.767 -1.827 1.311
H 0.501 -2.549 -0.160
H -1.722 -2.136 0.999
H -1.563 1.594 -0.157
H -1.989 -0.067 -2.039
H 0.966 1.342 -1.106
H 0.122 1.347 1.779
H 1.078 2.635 0.904
H 1.798 1.047 1.311
*
```

Here are the Mulliken charges for atoms 1 to 8, given in e:
1. H 0.2906
2. N -0.7393
3. C 0.1875
4. C -0.7330
5. C -0.4227
6. N 0.4261
7. O -0.6782
8. C -0.2545

=====

<two>
The following is a DFT calculation (ωB97M-V/def2-TZVPD) of a molecular structure, C6H10N2O2.

The geometry in ORCA input format:
```
! wB97M-V def2-TZVPD RIJCOSX def2/J DEFGRID3
* xyz 0 1
C 3.194 -0.322 -0.128
C 2.093 0.580 0.342
C 0.075 -0.769 -0.475
C -2.458 -0.155 -0.698
C -2.768 -0.290 0.792
C -0.221 1.127 -0.448
H 3.511 -0.081 -1.154
H 2.943 -1.372 -0.092
H 4.067 -0.171 0.531
H 1.909 0.431 1.433
H 2.397 1.620 0.206
H -3.004 0.696 -1.143
H -2.728 -1.028 -1.319
H -2.227 -1.144 1.189
H -2.558 0.638 1.364
H -3.827 -0.500 0.913
N 1.028 0.362 -0.537
N -1.092 0.052 -0.866
O 0.194 -1.860 0.039
O -0.525 2.185 0.051
*
```

Here are the Mulliken charges for atoms 1 to 8, given in e:
1. C -1.2380
2. C -0.2437
3. C 0.3360
4. C -0.3435
5. C -1.0202
6. C 0.2996
7. H 0.3081
8. H 0.3227

=====

Which structure wins on stability? <two> wins.